Entry 1:
The following is a DFT calculation (ωB97M-V with the def2-TZVPD basis set) of one molecule with the formula C2H5P in a non-equilibrium geometry.

The geometry in ORCA input format:
```
! wB97M-V def2-TZVPD RIJCOSX def2/J DEFGRID3
* xyz 0 1
C 1.05 -0.71 0.57
P -0.75 -0.39 0.71
C -0.60 0.92 -0.39
H 1.24 -1.06 -0.42
H 1.58 -0.14 1.32
H -1.19 -1.41 -0.30
H -0.50 1.89 -0.07
H -0.83 0.89 -1.41
*
```

Computed properties:
HOMO energy (alpha / beta) in eV: -8.17 / -8.54
Energy relative to the best compared isomer or geometry (same formula, charge and spin) in kJ/mol: 293.54
SMILES: C=[PH]=C
Max |F| in hartree/bohr: 0.053
Calculated total energy in Eh: -420.39278



Entry 2:
The following is a DFT calculation (ωB97M-V with the def2-TZVPD basis set) of C8H24ClHfN5O5P as an isolated structure in a non-equilibrium geometry.

The geometry in ORCA input format:
```
! wB97M-V def2-TZVPD RIJCOSX def2/J DEFGRID3
* xyz 3 1
Hf 14.38 -11.73 -14.82
Cl 12.62 -15.27 -15.01
O 17.45 -14.60 -13.28
P 18.50 -15.46 -12.70
N 19.27 -16.56 -13.81
C 18.48 -17.55 -14.46
C 20.31 -16.02 -14.69
N 18.01 -16.53 -11.45
C 18.92 -17.28 -10.53
C 16.69 -17.14 -11.46
N 19.69 -14.56 -11.80
C 19.32 -13.48 -10.88
C 21.06 -14.94 -11.65
H 17.85 -18.11 -13.76
H 19.22 -18.24 -14.86
H 17.74 -17.22 -15.19
H 21.09 -16.75 -14.88
H 20.79 -15.10 -14.37
H 19.92 -15.76 -15.67
H 18.51 -18.21 -10.15
H 19.78 -17.59 -11.12
H 19.13 -16.60 -9.70
H 16.65 -18.14 -11.03
H 16.11 -16.46 -10.82
H 16.19 -17.16 -12.42
H 18.44 -13.58 -10.24
H 20.08 -13.28 -10.12
H 19.40 -12.60 -11.52
H 21.49 -15.34 -12.57
H 21.21 -15.67 -10.85
H 21.72 -14.08 -11.53
C 9.22 -18.14 -12.03
N 9.35 -18.24 -10.48
O 10.49 -18.60 -10.04
O 8.48 -17.90 -9.70
H 10.15 -18.45 -12.53
H 9.24 -17.12 -12.42
H 8.45 -18.82 -12.37
C 12.14 -19.55 -18.44
N 11.46 -20.69 -17.79
O 11.28 -21.73 -18.48
O 11.20 -20.70 -16.59
H 12.29 -18.87 -17.60
H 11.50 -19.16 -19.23
H 13.09 -19.86 -18.87
*
```

Computed properties:
HOMO energy in eV: -16.03
Max |F| in hartree/bohr: 0.079
Calculated total energy in Eh: -1817.01769



Entry 3:
The following is a DFT calculation (ωB97M-V with the def2-TZVPD basis set) of C4H7N2 as an isolated structure in a non-equilibrium geometry.

The geometry in ORCA input format:
```
! wB97M-V def2-TZVPD RIJCOSX def2/J DEFGRID3
* xyz 1 1
C -1.17 1.52 -0.31
C -2.12 0.62 -0.11
C -1.33 -0.38 0.58
C 0.92 -0.14 -0.45
N 1.88 -0.11 0.49
N -0.31 0.46 0.24
H -0.89 2.55 -0.61
H -1.37 -2.85 -1.17
H -1.46 -1.09 1.39
H 0.59 -1.23 -0.90
H 1.26 0.56 -1.19
H 1.72 -0.75 1.26
H 2.27 0.84 0.76
*
```

Computed properties:
HOMO energy (alpha / beta) in eV: -14.64 / -14.31
Energy relative to the best compared isomer or geometry (same formula, charge and spin) in kJ/mol: 1123.03
Max |F| in hartree/bohr: 0.069
Calculated total energy in Eh: -265.48074



Q: Which value of max |F| does entry 1 give?
A: 0.053 hartree/bohr



Q: Which of these has the lowest max |F|?
A: C2H5P



Q: Look up the calculated total energy of the first one.
A: -420.39278 Eh



Q: Among the records above, which one has the lowest calculated total energy?
A: C8H24ClHfN5O5P